[1]
Density functional theory data (ωB97M-V/def2-TZVPD) for a cluster of 4 separate species, C4H8O3 in total at a distorted geometry.

- highest occupied orbital energy (eV) = -9.1545
- gap between HOMO and LUMO (hartree) = 0.2254

CARTESIAN COORDINATES (ANGSTROEM)
C 0.835 -0.515 1.643
C -0.557 0.158 -0.742
C -0.714 -1.118 -1.385
O -1.805 -1.526 -1.739
C 0.299 0.594 2.249
O 0.657 1.538 2.993
H 1.719 -1.169 1.992
H 1.121 -1.376 0.975
H 0.007 -0.347 0.197
H -0.881 0.682 1.151
H -0.088 -2.025 -1.221
H -0.485 0.298 3.051
H 0.401 0.969 -3.016
H -0.730 1.919 -3.139
O 0.220 1.918 -3.009

Population analysis type natural (NBO), resulting atomic charges in e: C -0.546; C -0.016; C 0.133; O -0.470; C -0.045; O -0.530; H 0.236; H 0.319; H 0.162; H 0.132; H 0.125; H 0.487; H 0.455; H 0.470; O -0.914

***

[2]
Density functional theory data (ωB97M-V/def2-TZVPD) for an isolated molecule of C4H8O3S at a distorted geometry.

- highest occupied orbital energy (eV) = -8.7956
- gap between HOMO and LUMO (hartree) = 0.3390

CARTESIAN COORDINATES (ANGSTROEM)
C -0.104 1.243 -0.936
C 0.052 0.106 0.085
C 1.062 -1.007 0.017
C -0.383 -1.303 -0.271
H -0.077 3.161 -0.775
H -1.113 1.210 -1.239
H 0.539 1.086 -1.796
H -0.151 1.481 1.466
H 1.715 -1.048 -0.871
H 1.165 -0.792 1.871
H -0.579 -1.424 -1.352
H -2.514 -1.920 0.720
O 0.238 2.409 -0.284
O -0.294 0.532 1.361
O 1.693 -1.331 1.181
S -1.247 -2.403 0.824

Population analysis type natural (NBO), resulting atomic charges in e: C -0.071; C 0.187; C 0.087; C -0.437; H 0.483; H 0.166; H 0.169; H 0.508; H 0.184; H 0.494; H 0.222; H 0.125; O -0.725; O -0.719; O -0.687; S 0.016

***

[3]
Density functional theory data (ωB97M-V/def2-TZVPD) for an isolated molecule of C4H8O3S2 at a distorted geometry.

- highest occupied orbital energy (eV) = -7.1663
- gap between HOMO and LUMO (hartree) = 0.2796

CARTESIAN COORDINATES (ANGSTROEM)
C -0.109 -1.017 1.247
C 1.220 -0.701 0.467
C 0.875 -0.040 -0.842
C -1.219 0.810 0.113
O -1.013 0.091 1.250
O 2.092 0.251 1.259
O -2.085 0.406 -0.792
S 0.113 -1.193 -1.901
S -0.931 2.484 0.307
H -0.502 -1.980 0.852
H 0.176 -1.389 2.334
H 1.816 -1.556 0.399
H 1.579 0.699 -1.297
H 1.577 1.116 1.365
H -1.984 -0.477 -1.180
H 0.378 -0.492 -3.126
H -1.982 2.988 -0.453

Population analysis type natural (NBO), resulting atomic charges in e: C -0.103; C 0.018; C -0.550; C 0.455; O -0.536; O -0.728; O -0.704; S -0.034; S 0.045; H 0.183; H 0.224; H 0.197; H 0.247; H 0.466; H 0.507; H 0.164; H 0.149

***

[4]
Density functional theory data (ωB97M-V/def2-TZVPD) for a cluster of 2 separate species, C4H8O4 in total at a distorted geometry.

- highest occupied orbital energy (eV) = -10.7051
- gap between HOMO and LUMO (hartree) = 0.4253

CARTESIAN COORDINATES (ANGSTROEM)
O -1.843 3.542 5.091
O -2.487 5.029 3.426
C -2.419 3.816 4.037
C -1.885 6.132 4.043
H -2.998 3.075 3.451
H -2.076 6.069 5.127
H -2.338 7.062 3.659
H -0.795 6.179 3.880
O 3.522 1.831 2.221
O 5.092 0.192 2.261
C 3.941 0.717 1.848
C 5.849 0.812 3.274
H 3.427 0.052 1.126
H 6.919 0.805 3.007
H 5.693 0.124 4.122
H 5.573 1.831 3.593

Population analysis type natural (NBO), resulting atomic charges in e: O -0.581; O -0.506; C 0.643; C -0.271; H 0.129; H 0.197; H 0.197; H 0.192; O -0.602; O -0.500; C 0.637; C -0.278; H 0.138; H 0.196; H 0.191; H 0.217

***

[5]
Density functional theory data (ωB97M-V/def2-TZVPD) for a cluster of 2 separate species, C4H8O4 in total at a distorted geometry.

- highest occupied orbital energy (eV) = -10.3113
- gap between HOMO and LUMO (hartree) = 0.3903

CARTESIAN COORDINATES (ANGSTROEM)
O 1.896 1.130 -1.880
C 1.486 0.599 -0.867
O 1.788 0.960 0.404
C 0.529 -0.670 -0.919
C -0.718 -0.010 -0.232
C -1.610 0.820 -1.109
O -1.560 2.031 -1.084
H 2.140 1.906 0.669
H 0.302 -1.062 -1.861
H 1.038 -1.446 -0.197
H -0.522 0.483 0.729
H -1.403 -0.934 0.236
H -2.036 0.199 -1.894
H -0.571 -1.040 1.918
H -0.023 -1.410 3.358
O -0.737 -1.557 2.728

Population analysis type natural (NBO), resulting atomic charges in e: O -0.568; C 0.799; O -0.739; C -0.481; C -0.523; C 0.429; O -0.491; H 0.530; H 0.237; H 0.244; H 0.238; H 0.213; H 0.112; H 0.470; H 0.476; O -0.946

***

[6]
Density functional theory data (ωB97M-V/def2-TZVPD) for an isolated molecule of C4H8O4 at a distorted geometry.

- highest occupied orbital energy (eV) = -10.2633
- gap between HOMO and LUMO (hartree) = 0.4049

CARTESIAN COORDINATES (ANGSTROEM)
C 0.940 0.323 -0.754
C -0.453 -0.639 -1.224
C -1.352 0.499 1.773
C -0.102 -0.057 1.169
O 0.554 0.974 0.387
O 2.027 -0.508 -0.612
O 1.155 1.200 -1.787
O 0.486 -1.065 1.522
H 2.099 1.125 -2.000
H 1.767 -1.198 0.033
H -0.900 -1.448 -0.644
H -0.042 -1.165 -2.089
H -1.211 0.066 -1.577
H -1.666 1.425 1.291
H -1.154 0.710 2.827
H -2.148 -0.242 1.685

Population analysis type natural (NBO), resulting atomic charges in e: C 0.792; C -0.753; C -0.735; C 0.841; O -0.552; O -0.737; O -0.696; O -0.577; H 0.494; H 0.507; H 0.220; H 0.226; H 0.218; H 0.246; H 0.259; H 0.247

***

[7]
Density functional theory data (ωB97M-V/def2-TZVPD) for a cluster of 2 separate species, C4H8O4 in total at a distorted geometry.

- highest occupied orbital energy (eV) = -10.5965
- gap between HOMO and LUMO (hartree) = 0.4170

CARTESIAN COORDINATES (ANGSTROEM)
O -4.548 3.105 2.460
O -3.740 1.026 2.973
C -4.668 1.877 2.556
C -2.454 1.593 3.229
H -5.577 1.274 2.361
H -2.053 2.170 2.380
H -1.801 0.721 3.402
H -2.434 2.231 4.129
O 4.856 -0.630 -2.824
O 2.878 -1.406 -2.773
C 3.678 -0.480 -2.701
C 3.130 -2.724 -3.035
H 3.128 0.482 -2.683
H 3.023 -2.780 -4.131
H 2.425 -3.437 -2.576
H 4.157 -3.022 -2.766

Population analysis type natural (NBO), resulting atomic charges in e: O -0.592; O -0.493; C 0.641; C -0.278; H 0.127; H 0.201; H 0.197; H 0.198; O -0.613; O -0.479; C 0.651; C -0.274; H 0.113; H 0.192; H 0.201; H 0.208

***

[8]
Density functional theory data (ωB97M-V/def2-TZVPD) for a cluster of 2 separate species, C4H8O5 in total at a distorted geometry.

- highest occupied orbital energy (eV) = -8.5399
- gap between HOMO and LUMO (hartree) = 0.3213

CARTESIAN COORDINATES (ANGSTROEM)
C 1.785 -0.299 -0.415
C 1.234 -0.152 1.231
O 1.057 -1.202 -1.164
O 2.054 0.953 -0.974
O 0.749 -1.096 1.781
H 0.664 -0.879 -1.987
H 1.207 1.333 -1.250
H 2.766 -0.738 -0.207
H 1.949 0.551 1.678
C -2.007 -0.618 0.591
C -1.261 0.561 0.071
O -1.833 1.133 -0.991
O -0.366 1.194 0.664
H -1.409 1.982 -1.196
H -1.331 -1.416 0.882
H -2.667 -1.035 -0.162
H -2.589 -0.270 1.448

Population analysis type natural (NBO), resulting atomic charges in e: C 0.301; C 0.429; O -0.729; O -0.702; O -0.578; H 0.486; H 0.461; H 0.146; H 0.121; C -0.741; C 0.823; O -0.671; O -0.619; H 0.497; H 0.286; H 0.234; H 0.257

***

Look up the highest occupied orbital energy of the fifth one. -10.3113 eV

***

Which of these has the lowest gap between HOMO and LUMO? C4H8O3